Entry from the Open Molecules 2025 dataset: a structure of composition C12H13NO at a distorted geometry (ωB97M-V/def2-TZVPD).

spin multiplicity	1
electronic energy	-594.710774	Eh
HOMO	-0.3027	Eh
energy relative to the best compared isomer or geometry (same formula, charge and spin)	215.1	kcal/mol
total charge	0
HOMO-LUMO gap	8.482	eV

The geometry in XYZ format:
```
27
Properties=species:S:1:pos:R:3:forces:R:3
C 2.119 2.335 0.054 -1.088 2.556 0.228
C 0.593 1.753 -0.254 3.804 6.444 3.223
C -0.509 2.753 -0.128 -0.883 -4.214 -0.670
C -1.752 1.931 -0.237 0.126 6.529 2.857
C -1.798 0.540 -0.396 -2.168 0.293 1.968
C -3.103 -0.084 -0.153 -1.579 -1.014 -3.089
C -3.279 -1.460 -0.005 2.406 -0.452 0.613
C -2.097 -2.403 0.175 0.304 5.366 -1.564
C -0.902 -1.627 -0.032 0.803 -5.688 1.762
C -0.642 -0.207 -0.198 -2.364 -2.075 -0.329
C 0.563 0.457 -0.016 -0.600 -5.498 0.283
C 1.620 -0.591 0.536 2.650 4.383 0.876
H 2.148 3.598 0.276 -0.338 -3.578 -1.148
H 2.547 1.970 1.106 -0.636 0.351 -2.874
H 2.619 2.087 -0.964 0.159 0.481 2.364
H -0.259 3.887 0.230 -1.107 -3.185 -1.284
H -2.704 2.543 0.320 2.204 -2.028 -2.332
H -4.072 0.443 -0.614 2.267 -0.748 1.689
H -4.267 -1.828 -0.039 -0.997 -0.435 0.140
H -2.019 -3.508 0.333 -0.566 1.404 -0.188
H -0.102 -2.517 0.148 -0.713 3.083 -0.744
H 2.425 0.187 0.922 -1.491 -2.094 0.692
H 1.336 -1.388 1.275 -0.240 1.296 -0.724
H 2.335 -3.143 -1.109 3.653 2.312 3.320
H 3.929 -2.089 -0.477 -1.202 -1.719 -0.406
N 3.007 -2.532 -0.189 -3.454 1.821 -3.726
O 2.263 -1.106 -0.563 1.048 -3.589 -0.937
```
Positions in Å, forces in eV/Å.

***

Entry from the Open Molecules 2025 dataset: a cluster of 7 separate species, C39H70F3N3O15 in total at a distorted geometry (ωB97M-V/def2-TZVPD).

spin multiplicity	1
electronic energy	-3120.129005	Eh
HOMO	-0.2914	Eh
energy relative to the best compared isomer or geometry (same formula, charge and spin)	123.6	kcal/mol
total charge	0
HOMO-LUMO gap	7.852	eV

The geometry in XYZ format:
```
130
Properties=species:S:1:pos:R:3:forces:R:3
C 26.873 -7.421 -30.775 -2.665 0.230 -0.228
C 26.453 -6.444 -29.620 0.360 2.150 0.851
C 27.618 -5.439 -29.465 1.323 0.689 0.545
C 27.428 -4.155 -28.625 -0.935 -2.199 -0.340
C 26.323 -3.409 -29.327 0.649 -0.199 0.751
C 24.938 -4.208 -29.363 2.638 0.759 0.390
N 25.160 -5.614 -29.745 2.732 0.218 -1.649
O 23.978 -6.319 -29.761 -0.516 -0.790 0.239
C 24.343 -4.168 -27.930 0.222 -0.630 -0.021
C 24.101 -3.445 -30.380 -1.564 -0.718 -1.124
C 26.413 -7.261 -28.345 0.512 -0.465 1.417
H 26.084 -8.162 -30.652 0.481 -0.951 -0.148
H 27.877 -7.845 -30.768 -0.153 0.149 0.687
H 26.677 -7.107 -31.801 0.191 0.836 0.065
H 28.492 -5.916 -29.021 -0.115 -0.805 -0.029
H 28.008 -5.122 -30.433 -0.338 0.055 -0.351
H 28.374 -3.643 -28.449 -0.071 0.279 -0.552
H 27.088 -4.419 -27.623 -0.081 -0.154 0.203
H 26.707 -3.187 -30.322 -0.459 0.090 -0.242
H 26.341 -2.492 -28.738 -1.321 0.497 -0.435
H 24.783 -4.925 -27.281 1.015 0.056 -0.185
H 24.561 -3.203 -27.472 -0.781 0.057 0.065
H 23.339 -4.583 -27.841 -0.558 1.032 -0.506
H 23.143 -3.965 -30.373 -0.944 1.132 0.766
H 24.159 -2.357 -30.423 -0.673 0.146 1.577
H 24.158 -3.495 -31.468 1.824 -1.270 -0.400
H 26.769 -6.765 -27.442 0.065 0.939 -0.157
H 27.174 -8.039 -28.408 -0.402 -0.583 -0.183
H 25.451 -7.621 -27.980 -0.159 -0.439 -0.840
H 23.795 -6.436 -30.696 -0.265 -0.121 -0.163
C 36.922 -18.998 -20.038 -0.330 1.325 -1.129
C 36.183 -17.598 -20.302 0.170 -0.784 1.405
C 37.170 -16.584 -20.932 0.779 -0.679 0.632
C 36.595 -15.300 -21.600 1.615 -1.844 2.053
C 35.548 -15.835 -22.486 -0.905 1.532 -1.297
C 34.460 -16.727 -21.912 0.628 0.368 -0.578
N 35.157 -17.873 -21.289 -0.427 -0.043 -1.294
O 34.320 -19.037 -21.050 0.868 1.788 0.443
C 33.559 -15.871 -21.008 -0.607 -1.352 0.691
C 33.654 -17.192 -23.105 -1.963 -0.720 -0.233
C 35.692 -17.053 -18.896 0.518 -0.150 -0.760
H 37.988 -18.873 -19.848 -0.075 0.280 0.537
H 36.898 -19.512 -20.999 -0.238 -0.291 0.124
H 36.430 -19.589 -19.266 0.105 0.068 -0.091
H 37.894 -16.438 -20.130 0.122 0.591 0.081
H 37.727 -17.206 -21.633 0.003 0.310 -0.594
H 37.384 -14.761 -22.125 -0.010 -0.213 -0.252
H 36.278 -14.596 -20.831 -0.503 -0.078 0.029
H 35.987 -16.326 -23.355 0.111 0.021 0.009
H 35.039 -14.924 -22.800 -0.446 -0.150 -0.832
H 34.110 -15.417 -20.185 -0.240 0.059 -0.157
H 32.871 -15.169 -21.478 0.628 0.257 -0.468
H 32.853 -16.608 -20.624 -0.160 -0.006 0.735
H 32.967 -16.432 -23.475 0.613 0.735 -0.196
H 34.140 -17.660 -23.961 0.589 0.219 0.297
H 32.872 -17.899 -22.827 0.294 -0.544 0.492
H 35.624 -15.965 -18.887 -0.456 -0.029 -0.141
H 36.434 -17.253 -18.124 0.083 -0.365 -0.069
H 34.758 -17.531 -18.600 -0.114 0.195 0.118
H 33.945 -18.786 -20.203 -0.653 -0.490 0.432
C 36.988 -18.550 -33.637 0.497 0.225 1.461
C 37.626 -18.624 -32.139 0.041 -0.068 -2.466
C 38.201 -17.231 -31.892 -2.470 2.751 2.081
C 37.012 -16.215 -31.486 0.706 -0.621 -1.576
C 36.011 -16.689 -30.464 -0.039 -0.647 -0.218
C 35.511 -18.176 -30.724 -0.609 -0.636 0.547
N 36.622 -19.048 -31.124 2.604 0.799 -0.018
O 36.326 -20.441 -31.260 -0.540 0.939 -0.633
C 35.014 -18.800 -29.463 -0.174 -0.071 2.335
C 34.303 -18.203 -31.644 0.713 -0.155 -2.977
C 38.864 -19.535 -32.198 -1.765 -1.425 -0.045
H 36.362 -17.658 -33.615 0.189 0.029 -0.526
H 36.353 -19.373 -33.966 0.167 -0.298 0.464
H 37.809 -18.455 -34.347 -0.097 0.221 -0.071
H 38.906 -17.104 -31.070 0.033 -0.960 0.410
H 38.732 -16.672 -32.663 -0.204 -0.923 -0.857
H 36.374 -16.019 -32.348 0.360 -0.072 -0.599
H 37.450 -15.238 -31.286 -0.023 -0.027 0.484
H 35.142 -16.047 -30.606 -0.201 -0.067 0.266
H 36.375 -16.473 -29.460 -0.009 -0.740 0.233
H 35.641 -18.442 -28.646 -0.053 -0.187 0.343
H 33.976 -18.580 -29.216 -0.029 0.508 -0.124
H 35.033 -19.889 -29.431 0.240 0.087 -0.458
H 33.823 -19.158 -31.859 -0.445 -0.338 1.564
H 33.600 -17.374 -31.557 0.007 -0.233 0.253
H 34.699 -18.220 -32.660 0.089 1.218 -0.413
H 39.267 -19.727 -31.203 0.579 0.569 -0.110
H 39.530 -19.230 -33.006 0.311 0.320 0.591
H 38.502 -20.514 -32.511 0.069 -0.261 -0.161
H 36.952 -20.872 -30.673 0.046 0.075 0.223
C 29.340 -12.997 -28.545 1.034 -2.709 1.076
C 30.733 -13.593 -28.316 0.491 0.983 2.860
O 31.571 -12.788 -29.107 1.018 -0.760 -0.086
C 30.846 -12.322 -30.089 0.093 1.988 -2.679
O 31.298 -11.811 -31.097 -1.223 -0.918 1.762
O 29.520 -12.432 -29.774 -0.130 1.408 -2.498
H 29.076 -12.321 -27.732 -0.268 0.202 -0.393
H 28.724 -13.894 -28.607 -0.894 0.589 0.009
H 30.911 -14.658 -28.467 -0.254 0.128 -0.319
H 31.008 -13.283 -27.308 0.179 -0.861 0.294
C 35.320 -9.854 -27.361 -0.242 -2.368 -3.657
C 36.106 -11.154 -27.224 -2.525 -1.430 2.954
O 36.431 -10.964 -25.804 1.534 0.775 -0.368
C 36.520 -9.602 -25.607 0.205 0.224 2.365
O 36.721 -9.023 -24.564 0.055 -1.381 -1.979
O 36.210 -9.023 -26.775 0.710 2.895 1.370
F 37.113 -11.327 -28.064 1.130 0.636 -0.200
H 34.329 -9.902 -26.908 0.073 0.058 0.131
H 35.278 -9.633 -28.427 -0.407 0.359 0.070
H 35.610 -12.118 -27.117 -0.571 0.215 -0.679
C 34.191 -7.708 -33.124 1.617 -0.311 -0.617
C 32.865 -7.684 -33.837 0.262 -2.778 1.606
O 32.991 -6.828 -34.867 -1.274 0.383 -1.261
C 34.287 -6.509 -35.026 -1.165 3.986 -2.627
O 34.609 -5.652 -35.827 0.283 -2.006 1.209
O 34.954 -7.129 -34.138 4.453 0.731 0.103
F 31.953 -7.267 -32.975 -1.856 0.667 0.913
H 34.771 -8.630 -33.081 -1.157 -0.634 1.039
H 34.296 -7.099 -32.227 -0.451 -0.130 0.090
H 32.659 -8.711 -34.137 -0.735 0.075 -0.441
C 30.197 -8.648 -21.363 -0.545 -1.006 0.302
C 30.089 -7.445 -22.258 -2.404 -0.514 2.598
O 29.873 -7.972 -23.518 -0.071 0.464 0.066
C 30.349 -9.238 -23.486 1.881 -1.707 -2.871
O 30.650 -9.881 -24.468 -1.073 0.951 1.215
O 30.590 -9.645 -22.257 0.994 -1.228 -0.281
F 31.166 -6.700 -22.157 1.824 1.264 -0.633
H 29.216 -9.027 -21.077 -0.176 0.775 0.816
H 30.901 -8.576 -20.534 -0.143 0.163 -0.136
H 29.246 -6.923 -21.807 -0.276 0.810 -1.118
```
Positions in Å, forces in eV/Å.

***

Entry from the Open Molecules 2025 dataset: a structure of composition C51H36Cl4N8SV at a distorted geometry (ωB97M-V/def2-TZVPD).

spin multiplicity	4
electronic energy	-5586.137493	Eh
⟨S²⟩	3.790
HOMO (alpha / beta)	-0.2407 / -0.2510	Eh
energy relative to the best compared isomer or geometry (same formula, charge and spin)	41.6	kcal/mol
total charge	0
HOMO-LUMO gap (alpha / beta)	5.341 / 5.343	eV

The geometry in XYZ format:
```
101
Properties=species:S:1:pos:R:3:forces:R:3
V -0.308 0.597 0.060 0.252 -0.611 -0.793
Cl 2.115 8.886 -2.704 0.005 0.091 -0.010
C 1.983 7.202 -2.327 -0.058 -0.203 0.015
C 1.047 6.417 -2.980 0.061 0.127 -0.058
C 0.946 5.073 -2.674 0.117 -0.092 0.114
C 1.785 4.458 -1.728 0.087 0.322 -0.114
C 2.682 5.298 -1.053 0.029 -0.074 -0.056
C 2.789 6.643 -1.350 0.052 0.104 -0.028
C 1.558 3.054 -1.351 -0.118 -0.653 0.111
C 0.768 2.230 -2.196 0.259 0.118 0.143
C 0.849 2.225 -3.628 -0.142 -0.077 -0.156
C 0.059 1.210 -4.072 0.179 0.134 0.013
C -0.586 0.651 -2.919 -0.382 -0.059 -0.001
C -1.722 -0.168 -2.908 0.182 0.164 0.248
C -2.273 -0.682 -4.185 -0.029 -0.097 -0.078
C -2.499 -2.049 -4.349 0.087 0.053 -0.024
C -3.026 -2.554 -5.526 -0.040 -0.093 -0.058
C -3.337 -1.687 -6.561 0.050 0.097 0.168
Cl -3.996 -2.310 -8.037 -0.035 -0.047 -0.088
C -3.138 -0.324 -6.420 -0.005 0.018 -0.051
C -2.613 0.169 -5.236 -0.015 -0.015 0.074
C -2.461 -0.404 -1.731 -0.004 0.220 -0.090
N -2.071 -0.024 -0.478 -1.677 -0.757 -0.382
C -3.136 -0.262 0.360 0.032 -0.309 0.241
C -3.078 -0.227 1.758 0.157 -0.066 -0.284
C -4.322 -0.502 2.527 -0.121 0.019 0.016
C -4.986 0.540 3.169 0.023 0.009 -0.004
C -6.171 0.319 3.853 -0.050 -0.030 0.044
C -6.695 -0.963 3.903 0.144 0.045 -0.066
Cl -8.187 -1.247 4.738 -0.071 -0.019 0.057
C -6.039 -2.021 3.295 -0.057 -0.032 0.036
C -4.858 -1.783 2.612 0.073 -0.002 -0.024
C -1.889 -0.063 2.476 0.001 -0.262 -0.002
C -1.693 -0.408 3.856 0.013 0.027 -0.028
C -0.356 -0.332 4.094 0.064 0.007 -0.046
C 0.263 0.122 2.881 -0.164 0.057 0.104
N -0.687 0.248 1.904 -0.403 -0.130 2.484
C 1.618 0.461 2.718 0.025 0.269 -0.351
C 2.105 1.135 1.596 -0.178 0.081 0.500
C 3.357 1.839 1.555 0.042 0.161 -0.194
C 3.292 2.701 0.509 0.220 -0.101 0.366
C 2.026 2.489 -0.141 -0.234 -0.168 -0.411
N 1.347 1.489 0.499 1.814 0.857 0.682
C 2.570 0.218 3.833 0.035 -0.114 0.031
C 2.427 0.848 5.066 0.015 0.014 -0.078
C 3.337 0.627 6.088 -0.017 0.018 0.079
C 4.397 -0.239 5.878 -0.082 0.034 -0.120
Cl 5.540 -0.519 7.153 0.044 -0.020 0.056
C 4.562 -0.873 4.657 0.070 -0.039 0.013
C 3.652 -0.641 3.639 -0.068 0.071 0.019
C -4.240 -0.777 -0.405 -0.046 -0.031 -0.183
C -3.811 -0.903 -1.688 -0.022 0.004 0.178
N -0.053 1.223 -1.781 0.237 0.669 -1.683
H 0.386 6.864 -3.710 -0.001 -0.011 -0.001
H 0.169 4.502 -3.158 -0.032 -0.014 0.013
H 3.300 4.909 -0.261 -0.084 0.166 -0.079
H 3.490 7.269 -0.815 0.012 -0.023 0.005
H 1.494 2.862 -4.212 -0.038 0.007 -0.020
H -0.066 0.882 -5.090 -0.026 -0.004 -0.010
H -2.250 -2.728 -3.543 -0.001 0.011 0.013
H -3.194 -3.616 -5.645 0.010 0.004 -0.009
H -3.397 0.350 -7.225 -0.018 -0.029 -0.014
H -2.484 1.237 -5.118 0.007 0.011 0.002
H -4.574 1.540 3.123 0.005 -0.003 -0.019
H -6.689 1.132 4.341 -0.001 0.000 -0.006
H -6.454 -3.018 3.358 0.002 0.003 -0.007
H -4.337 -2.606 2.138 -0.018 0.005 -0.021
H -2.470 -0.718 4.537 0.000 0.026 0.006
H 0.169 -0.564 5.006 -0.051 -0.001 0.027
H 4.165 1.708 2.256 0.035 0.028 -0.033
H 4.087 3.345 0.172 -0.028 -0.088 0.049
H 1.606 1.538 5.217 -0.003 -0.007 0.022
H 3.228 1.129 7.039 0.014 -0.014 0.005
H 5.398 -1.543 4.503 0.007 0.010 0.020
H 3.769 -1.131 2.682 -0.010 -0.046 -0.010
H -5.213 -1.026 -0.014 0.002 0.020 0.006
H -4.369 -1.269 -2.534 -0.045 0.043 -0.015
N -1.133 -3.038 0.172 -0.281 0.271 -0.273
N -0.765 -3.661 1.363 -0.012 -0.141 0.168
C 0.504 -3.474 1.795 0.141 0.118 -0.048
N 0.905 -4.334 2.768 -0.101 -0.110 0.111
S 1.538 -2.359 1.136 0.071 0.008 0.080
H -2.118 -3.185 -0.003 0.000 0.060 0.038
H -0.553 -3.348 -0.606 0.003 0.052 0.020
H -1.192 -4.552 1.572 0.088 -0.107 -0.057
H 0.224 -4.831 3.318 0.013 0.025 0.036
H 1.790 -4.131 3.197 -0.001 0.047 0.034
N 1.034 -2.297 -2.181 0.081 -0.040 0.006
C 2.406 -2.232 -1.910 0.060 0.065 -0.090
C 2.998 -1.021 -1.543 -0.073 -0.098 -0.069
C 4.337 -0.979 -1.192 0.040 0.042 0.009
C 5.111 -2.132 -1.206 0.072 -0.042 0.059
C 4.530 -3.331 -1.590 -0.006 0.030 -0.037
C 3.192 -3.383 -1.943 -0.060 0.003 -0.063
H 0.769 -2.966 -2.887 0.048 0.081 -0.128
H 0.607 -1.392 -2.318 -0.090 -0.055 -0.140
H 2.400 -0.114 -1.534 0.011 -0.031 0.017
H 4.787 -0.033 -0.915 -0.050 0.018 0.031
H 6.155 -2.099 -0.924 -0.004 0.030 -0.015
H 5.124 -4.236 -1.617 -0.009 -0.005 0.002
H 2.747 -4.326 -2.243 -0.029 -0.004 0.050
```
Positions in Å, forces in eV/Å.

***

Entry from the Open Molecules 2025 dataset: the ion C9H13N2O2 with charge -1 at a distorted geometry (ωB97M-V/def2-TZVPD).

spin multiplicity	1
electronic energy	-610.697028	Eh
HOMO	-0.1433	Eh
energy relative to the best compared isomer or geometry (same formula, charge and spin)	41.6	kcal/mol
total charge	-1
HOMO-LUMO gap	7.610	eV

The geometry in XYZ format:
```
26
Properties=species:S:1:pos:R:3:forces:R:3
C 4.216 0.531 0.066 -0.179 -1.476 0.432
C 2.894 0.746 -0.654 0.224 -0.394 0.321
C 4.325 -0.799 0.256 2.459 0.376 0.662
C 2.507 -0.746 -0.747 -2.548 0.123 -1.000
C 0.660 1.558 0.122 0.359 1.456 0.250
C -1.724 0.495 1.289 2.810 0.166 -1.156
C -2.107 1.088 -1.162 -0.727 -3.561 1.590
C -1.396 -1.279 -0.625 1.650 2.939 -2.551
C -1.255 0.230 -0.191 -0.820 -0.952 0.398
N 3.327 -1.599 -0.292 -0.334 0.140 -0.004
N 0.110 0.526 -0.401 1.311 -0.916 -0.329
O 2.073 1.693 -0.028 0.078 -0.354 0.619
O 0.227 2.552 0.718 -0.546 0.135 0.270
H 4.925 1.184 0.530 -0.048 0.756 -0.210
H 2.996 1.184 -1.649 0.549 -0.649 -0.598
H 5.145 -1.350 0.752 -0.371 0.659 -0.172
H 1.540 -1.069 -1.132 0.439 0.311 -0.290
H -2.537 -0.016 1.672 -2.161 -1.001 0.172
H -0.895 0.165 1.906 0.342 -0.184 0.220
H -1.742 1.548 1.472 -0.410 0.694 0.044
H -1.776 0.891 -2.162 -0.353 -0.120 -0.638
H -1.836 2.011 -0.852 0.230 3.462 0.590
H -3.125 0.785 -0.836 0.070 0.670 -1.120
H -1.402 -1.116 -1.767 0.592 -1.011 1.439
H -0.603 -1.929 -0.287 0.251 -0.016 0.074
H -2.319 -1.667 -0.451 -2.867 -1.256 0.987
```
Positions in Å, forces in eV/Å.